This record from OMol25 describes a molecular structure, C4H8O2. The level of theory is ωB97M-V/def2-TZVPD.

Positions of all 14 atoms, in Å:
1 C -2.39 -0.06 0.34
2 O -1.24 -0.59 0.04
3 C -0.09 0.03 0.21
4 C 1.09 -0.71 -0.25
5 C 2.43 -0.12 -0.14
6 O 2.03 -1.16 0.74
7 H -3.24 -0.68 0.07
8 H -2.44 0.65 1.16
9 H -1.78 1.41 -0.77
10 H -0.02 0.74 1.02
11 H -0.98 1.45 -0.82
12 H 0.90 -1.43 -1.05
13 H 2.54 0.86 0.32
14 H 3.20 -0.39 -0.87

Output
- LUMO: 0.5268 eV
- Frontier orbital gap: 8.3174 eV
- Energy above the lowest of the compared OMol25 structures with the same formula, charge and spin: 144.7 kcal per mole
- Highest occupied orbital energy: -7.79 eV


This record from OMol25 describes a molecular structure, C47H82BrGaIN4O9. The level of theory is ωB97M-V/def2-TZVPD.

Positions of all 145 atoms, in Å:
1 C -9.61 -3.18 0.10
2 C -8.49 -2.19 0.27
3 O -7.72 -2.17 1.18
4 O -8.45 -1.22 -0.73
5 C -7.75 -1.58 -1.86
6 O -7.39 -2.72 -2.01
7 C -7.55 -0.46 -2.79
8 Ga -5.82 0.53 -2.52
9 Br -6.09 2.76 -3.34
10 I -5.24 0.74 -0.03
11 O -4.46 -0.21 -3.57
12 C -4.35 -1.54 -3.62
13 O -4.74 -2.21 -4.54
14 C -3.64 -2.16 -2.45
15 C -2.71 -1.42 -1.73
16 C -2.05 -1.99 -0.65
17 C -2.34 -3.29 -0.28
18 C -3.28 -4.03 -1.00
19 C -3.92 -3.47 -2.08
20 H -10.14 -3.29 1.05
21 H -10.30 -2.91 -0.69
22 H -9.15 -4.13 -0.14
23 H -8.32 0.30 -2.66
24 H -7.56 -0.87 -3.79
25 H -2.51 -0.40 -2.03
26 H -1.33 -1.40 -0.10
27 H -1.85 -3.73 0.58
28 H -3.50 -5.05 -0.71
29 H -4.65 -4.02 -2.66
30 C -1.09 4.66 -4.38
31 C -0.78 3.68 -3.24
32 C 0.67 3.79 -2.79
33 C 1.68 3.22 -3.79
34 C 1.31 1.78 -4.15
35 C -0.13 1.61 -4.63
36 N -1.05 2.26 -3.64
37 O -1.25 1.52 -2.62
38 C -0.31 2.19 -6.04
39 C -0.49 0.13 -4.71
40 C -1.72 4.02 -2.09
41 H -1.99 4.37 -4.92
42 H -1.27 5.65 -3.95
43 H -0.28 4.77 -5.10
44 H 0.78 3.27 -1.84
45 H 0.89 4.85 -2.59
46 H 1.73 3.84 -4.69
47 H 2.68 3.23 -3.35
48 H 1.98 1.40 -4.93
49 H 1.46 1.14 -3.27
50 H -1.37 2.22 -6.31
51 H 0.20 1.54 -6.75
52 H 0.10 3.19 -6.17
53 H -0.31 -0.38 -3.76
54 H 0.12 -0.34 -5.48
55 H -1.55 0.00 -4.96
56 H -2.76 3.88 -2.37
57 H -1.57 5.07 -1.82
58 H -1.52 3.41 -1.21
59 C 2.53 2.24 0.34
60 C 2.81 1.23 1.47
61 C 4.26 1.35 1.95
62 C 5.27 0.78 0.96
63 C 4.92 -0.66 0.59
64 C 3.49 -0.82 0.08
65 N 2.55 -0.18 1.04
66 O 2.28 -0.94 2.04
67 C 3.35 -0.24 -1.33
68 C 3.14 -2.30 -0.02
69 C 1.84 1.58 2.58
70 H 1.63 1.97 -0.21
71 H 2.36 3.23 0.78
72 H 3.36 2.35 -0.36
73 H 4.36 0.82 2.90
74 H 4.46 2.41 2.14
75 H 5.33 1.41 0.06
76 H 6.27 0.81 1.41
77 H 5.61 -1.04 -0.18
78 H 5.06 -1.29 1.47
79 H 2.30 -0.22 -1.64
80 H 3.89 -0.88 -2.03
81 H 3.77 0.76 -1.45
82 H 3.29 -2.83 0.91
83 H 3.77 -2.78 -0.77
84 H 2.09 -2.43 -0.32
85 H 0.81 1.44 2.25
86 H 1.96 2.63 2.85
87 H 1.99 0.98 3.48
88 C 2.78 -8.70 -0.42
89 C 3.78 -7.56 -0.19
90 C 5.04 -8.07 0.51
91 C 4.82 -8.41 1.99
92 C 4.21 -7.23 2.73
93 C 2.93 -6.70 2.09
94 N 3.18 -6.45 0.63
95 O 3.75 -5.33 0.42
96 C 1.76 -7.67 2.31
97 C 2.53 -5.37 2.72
98 C 4.13 -6.99 -1.56
99 H 1.78 -8.32 -0.60
100 H 3.08 -9.27 -1.30
101 H 2.73 -9.41 0.41
102 H 5.82 -7.30 0.44
103 H 5.40 -8.94 -0.03
104 H 4.19 -9.30 2.09
105 H 5.78 -8.67 2.44
106 H 3.98 -7.50 3.77
107 H 4.94 -6.42 2.78
108 H 0.90 -7.38 1.71
109 H 1.47 -7.64 3.36
110 H 2.00 -8.70 2.08
111 H 3.33 -4.64 2.69
112 H 2.27 -5.55 3.77
113 H 1.66 -4.94 2.22
114 H 3.25 -6.57 -2.04
115 H 4.52 -7.80 -2.18
116 H 4.89 -6.21 -1.49
117 C -2.23 7.32 2.33
118 C -1.90 5.87 2.74
119 C -2.63 5.50 4.03
120 C -2.06 6.17 5.28
121 C -0.55 5.90 5.39
122 C 0.23 6.29 4.14
123 N -0.42 5.67 2.94
124 O -0.09 4.44 2.79
125 C 0.33 7.82 4.00
126 C 1.65 5.76 4.22
127 C -2.35 4.97 1.60
128 H -1.48 7.71 1.64
129 H -3.19 7.34 1.83
130 H -2.30 8.01 3.17
131 H -2.58 4.41 4.15
132 H -3.69 5.75 3.91
133 H -2.26 7.24 5.27
134 H -2.56 5.77 6.16
135 H -0.13 6.45 6.24
136 H -0.40 4.84 5.59
137 H 0.74 8.09 3.03
138 H 1.00 8.19 4.77
139 H -0.62 8.33 4.13
140 H 1.68 4.69 4.41
141 H 2.16 6.26 5.05
142 H 2.20 5.96 3.30
143 H -1.79 5.19 0.69
144 H -3.41 5.15 1.41
145 H -2.22 3.92 1.83

Output
- LUMO (spin up / spin down): 2.0016 / 1.9063 eV
- Frontier orbital gap (spin up / spin down): 7.6740 / 7.5786 eV
- Charge: -1
- Multiplicity: 5
- Highest occupied orbital energy (spin up / spin down): -5.67 / -5.67 eV


This record from OMol25 describes C6H9N in the gas phase. The level of theory is ωB97M-V/def2-TZVPD.

Positions of all 16 atoms, in Å:
1 C 1.25 1.22 0.20
2 C 0.52 -0.10 -0.04
3 C 1.48 -1.17 -0.31
4 N 2.22 -2.03 -0.53
5 C -0.54 -0.47 1.04
6 C -1.68 -0.31 0.01
7 C -0.64 -0.02 -1.10
8 H 1.84 1.50 -0.67
9 H 1.92 1.14 1.06
10 H 0.52 2.01 0.40
11 H -0.56 0.23 1.88
12 H -0.42 -1.48 1.45
13 H -2.26 -1.22 -0.16
14 H -2.36 0.52 0.22
15 H -0.57 -0.78 -1.88
16 H -0.71 0.96 -1.57

Output
- LUMO: 0.8329 eV
- SMILES: CC1(C#N)CCC1
- Frontier orbital gap: 11.8802 eV
- Energy above the lowest of the compared OMol25 structures with the same formula, charge and spin: 22.8 kcal per mole
- Highest occupied orbital energy: -11.05 eV


This record from OMol25 describes 17 unconnected molecules or ions with the total composition C16H52BBrN16O35P2. The level of theory is ωB97M-V/def2-TZVPD.

Positions of all 123 atoms, in Å:
1 O 4.37 0.50 -3.26
2 B 3.50 1.56 -3.26
3 O 3.73 2.64 -2.44
4 P 2.01 1.44 -4.52
5 P 0.13 0.85 -3.55
6 O -0.45 2.15 -2.72
7 Br 0.79 -0.51 -1.90
8 H 4.57 0.27 -4.18
9 H 4.42 3.15 -2.89
10 H 1.79 2.79 -4.83
11 H -1.15 2.57 -3.23
12 C 3.07 -3.55 1.45
13 N 2.06 -2.99 0.52
14 O 2.13 -3.28 -0.65
15 O 1.21 -2.26 1.00
16 H 3.75 -4.17 0.88
17 H 3.59 -2.71 1.91
18 H 2.54 -4.12 2.19
19 C 1.57 2.48 0.35
20 N 1.74 3.24 1.62
21 O 0.74 3.59 2.22
22 O 2.87 3.46 1.99
23 H 0.51 2.36 0.17
24 H 2.05 3.05 -0.44
25 H 2.06 1.52 0.48
26 C -1.20 -4.47 -0.10
27 N -0.48 -5.71 0.28
28 O 0.63 -5.62 0.79
29 O -1.03 -6.77 0.08
30 H -0.58 -3.63 0.15
31 H -1.39 -4.52 -1.17
32 H -2.12 -4.46 0.46
33 C 1.89 6.26 -3.62
34 N 2.53 5.33 -4.58
35 O 3.68 5.00 -4.38
36 O 1.85 4.94 -5.51
37 H 2.61 6.52 -2.85
38 H 1.58 7.14 -4.18
39 H 1.03 5.75 -3.20
40 C -1.44 0.02 1.77
41 N -2.28 -1.16 2.14
42 O -1.97 -2.23 1.66
43 O -3.21 -0.97 2.89
44 H -0.66 -0.33 1.10
45 H -2.09 0.74 1.27
46 H -1.03 0.44 2.68
47 C 3.34 6.71 3.36
48 N 3.97 7.51 2.28
49 O 5.06 8.01 2.49
50 O 3.36 7.59 1.23
51 H 4.00 6.72 4.22
52 H 2.38 7.17 3.59
53 H 3.21 5.71 2.97
54 C 2.41 6.02 -8.60
55 N 1.46 7.12 -8.94
56 O 0.74 7.54 -8.06
57 O 1.46 7.52 -10.08
58 H 2.28 5.76 -7.56
59 H 2.17 5.18 -9.24
60 H 3.41 6.39 -8.79
61 C -6.56 -1.18 3.87
62 N -7.56 -0.19 3.41
63 O -8.35 0.25 4.21
64 O -7.51 0.13 2.24
65 H -6.72 -1.35 4.93
66 H -6.70 -2.09 3.30
67 H -5.58 -0.76 3.69
68 C 0.58 -6.51 3.82
69 N 0.82 -5.81 5.11
70 O -0.13 -5.50 5.79
71 O 1.98 -5.59 5.40
72 H -0.49 -6.64 3.70
73 H 0.99 -5.90 3.03
74 H 1.08 -7.47 3.87
75 C -5.74 -6.48 0.77
76 N -5.28 -5.55 -0.29
77 O -4.23 -4.96 -0.11
78 O -5.98 -5.44 -1.27
79 H -5.02 -6.47 1.58
80 H -6.71 -6.13 1.11
81 H -5.83 -7.46 0.33
82 C -1.66 5.37 3.59
83 N -2.71 5.85 2.65
84 O -2.61 5.54 1.48
85 O -3.61 6.50 3.13
86 H -0.94 4.79 3.03
87 H -1.21 6.25 4.05
88 H -2.15 4.76 4.34
89 C -1.98 6.20 -9.74
90 N -1.44 4.86 -9.42
91 O -0.35 4.80 -8.88
92 O -2.12 3.90 -9.72
93 H -1.27 6.95 -9.41
94 H -2.14 6.24 -10.81
95 H -2.92 6.30 -9.21
96 C 7.12 4.37 0.28
97 N 7.54 3.29 -0.65
98 O 8.69 2.94 -0.61
99 O 6.69 2.83 -1.39
100 H 7.98 4.67 0.86
101 H 6.75 5.19 -0.32
102 H 6.33 3.97 0.91
103 C -5.80 3.30 4.10
104 N -4.74 2.34 4.50
105 O -5.06 1.20 4.74
106 O -3.60 2.76 4.56
107 H -6.75 2.77 4.09
108 H -5.80 4.11 4.82
109 H -5.55 3.67 3.11
110 C 3.08 -10.78 4.72
111 N 2.03 -9.79 4.37
112 O 1.27 -9.43 5.25
113 O 1.99 -9.41 3.22
114 H 2.99 -11.02 5.77
115 H 2.93 -11.65 4.10
116 H 4.04 -10.32 4.50
117 C -1.05 -10.14 0.28
118 N -2.11 -10.98 0.91
119 O -3.04 -10.42 1.44
120 O -1.96 -12.18 0.85
121 H -1.32 -9.10 0.42
122 H -0.11 -10.37 0.77
123 H -1.01 -10.40 -0.77

Output
- LUMO: -0.3620 eV
- Frontier orbital gap: 8.6361 eV
- Highest occupied orbital energy: -9.00 eV


This record from OMol25 describes 2 unconnected molecules or ions with the total composition C4H5F3O. The level of theory is ωB97M-V/def2-TZVPD.

Positions of all 13 atoms, in Å:
1 C 1.29 -0.78 0.18
2 C 0.01 -0.57 0.56
3 C -0.96 -0.13 -0.35
4 C -2.41 -0.18 -0.02
5 O -0.93 2.35 0.14
6 F -2.89 -1.44 -0.22
7 F -3.15 0.62 -0.80
8 F -2.70 0.12 1.25
9 H 2.03 -1.14 0.88
10 H 1.61 -0.61 -0.83
11 H -0.30 -0.75 1.58
12 H -0.71 0.08 -1.38
13 H -1.83 2.61 -0.09

Output
- LUMO (spin up / spin down): -1.6548 / -1.2042 eV
- Frontier orbital gap (spin up / spin down): 7.2545 / 10.2010 eV
- Energy above the lowest of the compared OMol25 structures with the same formula, charge and spin: 60.7 kcal per mole
- Highest occupied orbital energy (spin up / spin down): -8.91 / -11.41 eV


This record from OMol25 describes 10 unconnected molecules or ions with the total composition C39H54O19. The level of theory is ωB97M-V/def2-TZVPD.

Positions of all 112 atoms, in Å:
1 O 4.89 -4.31 -1.87
2 C 3.67 -4.47 -1.78
3 C 3.16 -5.15 -0.52
4 C 1.72 -5.59 -0.46
5 O 1.10 -6.23 0.52
6 C 0.83 -5.26 -1.57
7 O -0.35 -5.69 -1.62
8 C 1.22 -4.40 -2.71
9 C 2.75 -4.02 -2.82
10 O 3.22 -3.44 -4.05
11 H 3.81 -5.31 0.18
12 H 1.59 -6.40 1.17
13 H 0.66 -4.08 -3.38
14 H 4.23 -3.37 -3.91
15 O 1.10 -2.42 0.34
16 C 0.18 -1.72 -0.01
17 C -0.22 -1.65 -1.40
18 C -1.45 -0.73 -1.75
19 O -1.96 -0.53 -2.95
20 C -2.31 -0.06 -0.69
21 O -3.41 0.49 -0.96
22 C -1.79 -0.19 0.62
23 C -0.50 -0.91 0.97
24 O -0.04 -0.86 2.30
25 H 0.47 -1.76 -2.23
26 H -1.52 -0.99 -3.45
27 H -2.20 0.30 1.45
28 H 0.89 -0.99 2.43
29 O -0.86 5.05 3.74
30 C -1.05 5.08 2.51
31 C -1.46 6.26 1.77
32 C -1.78 6.22 0.15
33 O -2.21 7.36 -0.40
34 C -1.65 5.00 -0.53
35 O -1.95 5.05 -1.76
36 C -1.41 3.79 0.22
37 C -0.98 3.83 1.73
38 O -0.65 2.66 2.39
39 H -1.62 7.29 2.42
40 H -2.51 8.26 0.09
41 H -1.30 2.99 -0.45
42 H -0.53 3.03 3.19
43 C 3.54 -0.25 -1.64
44 C 4.85 -0.85 -0.96
45 C 4.68 -1.54 0.39
46 O 5.87 -0.58 -1.49
47 H 2.77 0.44 -1.05
48 H 2.86 -1.02 -2.18
49 H 3.86 0.56 -2.20
50 H 5.69 -2.01 0.66
51 H 3.85 -2.28 0.60
52 H 4.63 -0.68 1.05
53 C -4.64 -0.03 -4.67
54 C -3.92 1.27 -5.03
55 C -3.58 2.30 -3.95
56 O -3.42 1.43 -6.15
57 H -4.68 0.03 -3.49
58 H -4.26 -0.92 -5.24
59 H -5.63 0.19 -5.26
60 H -2.88 3.02 -4.40
61 H -2.78 1.83 -3.24
62 H -4.35 2.78 -3.46
63 C 2.68 -2.34 5.60
64 C 3.18 -2.36 4.05
65 C 4.26 -3.32 3.69
66 O 2.41 -1.75 3.25
67 H 1.97 -3.15 5.66
68 H 2.17 -1.48 5.59
69 H 3.51 -2.01 6.35
70 H 5.09 -2.47 3.26
71 H 4.03 -3.85 2.65
72 H 4.68 -4.16 4.31
73 C -5.33 3.59 -0.63
74 C -5.66 3.30 0.83
75 C -4.56 3.53 1.83
76 O -6.78 2.89 1.14
77 H -6.32 3.66 -1.10
78 H -4.66 3.12 -1.12
79 H -5.10 4.84 -0.58
80 H -3.77 2.75 1.98
81 H -4.93 3.35 2.68
82 H -4.30 4.66 1.82
83 C -2.85 -0.37 3.91
84 C -2.88 -0.79 5.38
85 C -1.79 -1.76 5.82
86 O -3.66 -0.35 6.24
87 H -3.96 -0.64 3.53
88 H -2.33 -0.99 3.40
89 H -2.45 0.60 3.92
90 H -1.89 -2.20 6.92
91 H -0.85 -1.21 5.67
92 H -1.81 -2.66 5.37
93 C 2.50 1.72 2.52
94 C 3.86 1.84 3.29
95 C 4.98 2.68 2.56
96 O 4.09 1.25 4.32
97 H 2.13 0.70 2.10
98 H 2.66 2.03 1.55
99 H 1.63 2.20 3.00
100 H 5.85 3.06 3.26
101 H 4.52 3.57 1.91
102 H 5.59 2.11 1.76
103 C -0.18 -0.27 -6.15
104 C -0.14 -1.65 -5.88
105 C 0.79 -2.53 -6.65
106 O -0.97 -2.15 -5.04
107 H 0.63 -0.10 -6.76
108 H -0.25 0.13 -5.16
109 H -1.12 -0.41 -6.75
110 H 0.59 -3.71 -6.58
111 H 1.57 -2.45 -6.16
112 H 0.90 -2.23 -7.79

Output
- LUMO: -2.8460 eV
- SMILES: O=C1C=C(O)C(=O)C=C1O.O=C1C=C(O)C(=O)C=C1O.O=C1C=C(O)C(=O)C=C1O.CC(C)=O.CC(C)=O.CC(C)=O.CC(C)=O.CC(C)=O.CC(C)=O.CC(C)=O
- Frontier orbital gap: 6.2400 eV
- Energy above the lowest of the compared OMol25 structures with the same formula, charge and spin: 121.3 kcal per mole
- Highest occupied orbital energy: -9.09 eV


This record from OMol25 describes C20H28N2P2 in the gas phase. The level of theory is ωB97M-V/def2-TZVPD.

Positions of all 52 atoms, in Å:
1 C 3.93 -2.43 1.13
2 C 3.12 -1.72 0.60
3 C 2.05 -0.85 0.19
4 C 0.77 -1.35 0.20
5 C -0.32 -0.53 -0.12
6 N -1.58 -1.06 -0.10
7 C -2.57 -0.26 -0.39
8 C -3.96 -0.83 -0.42
9 C -4.09 -2.17 0.35
10 C -3.63 -3.41 -0.45
11 C -2.44 -4.18 0.18
12 C -2.33 1.13 -0.69
13 P -3.78 2.20 -1.11
14 C -3.04 3.86 -1.43
15 C -4.58 2.41 0.57
16 N -1.14 1.67 -0.74
17 C -0.11 0.81 -0.46
18 C 1.22 1.30 -0.50
19 C 2.30 0.52 -0.20
20 P 3.91 1.37 -0.31
21 C 5.28 0.19 -0.61
22 C 5.23 -0.39 -2.03
23 C 4.22 2.22 1.31
24 C 3.55 1.60 2.57
25 H 4.60 -3.11 1.60
26 H 0.60 -2.38 0.49
27 H -4.21 -1.02 -1.47
28 H -4.69 -0.13 -0.02
29 H -5.15 -2.27 0.58
30 H -3.56 -2.08 1.30
31 H -4.46 -4.10 -0.55
32 H -3.32 -3.07 -1.44
33 H -2.36 -3.98 1.25
34 H -2.58 -5.25 0.05
35 H -1.50 -3.87 -0.27
36 H -3.19 4.51 -0.56
37 H -3.59 4.30 -2.25
38 H -1.98 3.82 -1.65
39 H -4.50 3.44 0.93
40 H -5.62 2.09 0.51
41 H -4.08 1.77 1.30
42 H 1.37 2.33 -0.79
43 H 6.19 0.79 -0.53
44 H 5.39 -0.60 0.14
45 H 5.02 0.42 -2.73
46 H 4.51 -1.20 -2.13
47 H 6.23 -0.75 -2.29
48 H 5.30 2.24 1.43
49 H 3.88 3.24 1.17
50 H 2.86 0.79 2.32
51 H 2.98 2.36 3.10
52 H 4.31 1.18 3.22

Output
- LUMO: -0.2988 eV
- SMILES: C#Cc1cc2nc(CCCC)c(P(C)C)nc2cc1P(CC)CC
- Frontier orbital gap: 7.4762 eV
- Highest occupied orbital energy: -7.78 eV


This record from OMol25 describes a molecular structure, CHClF2O2. The level of theory is ωB97M-V/def2-TZVPD.

Positions of all 7 atoms, in Å:
1 C 2.50 0.41 0.10
2 O 0.74 -1.17 -0.69
3 O 0.81 -0.39 0.47
4 F 2.52 1.38 0.96
5 F 2.37 0.91 -1.17
6 Cl 3.62 -0.79 0.37
7 H -0.19 -1.13 -1.03

Output
- LUMO (spin up / spin down): 0.3829 / 0.3828 eV
- Frontier orbital gap (spin up / spin down): 10.0562 / 10.0557 eV
- Energy above the lowest of the compared OMol25 structures with the same formula, charge and spin: 45.7 kcal per mole
- Highest occupied orbital energy (spin up / spin down): -9.67 / -9.67 eV


Number 1: DFT total energy -307.4818 Eh, largest force on an atom 0.32 eV/A. Number 2: DFT total energy -7532.8046 Eh, largest force on an atom 1.11 eV/A. Number 3: DFT total energy -288.7457 Eh, largest force on an atom 1.15 eV/A. Number 4: DFT total energy -7430.5110 Eh, largest force on an atom 0.88 eV/A. Number 5: DFT total energy -530.1241 Eh, largest force on an atom 1.23 eV/A. Number 6: DFT total energy -2947.2017 Eh, largest force on an atom 14.95 eV/A. Number 7: DFT total energy -1571.0326 Eh, largest force on an atom 1.54 eV/A. Number 8: DFT total energy -848.9411 Eh, largest force on an atom 5.03 eV/A.